No. 1
Here is an isolated molecule of C20H15N3O6 at a distorted geometry from the Open Molecules 2025 dataset. Energies are from ωB97M-V/def2-TZVPD.

Results
- structure (SMILES) = CCO[C@H](O)c1oc2c(c(=O)c1-c1nncn1-c1ccccc1)C=CC(=O)C2=O
- highest occupied orbital energy (Ha) = -0.3535
- LUMO level (eV) = -2.40

Geometry as ORCA input:
```
! wB97M-V def2-TZVPD RIJCOSX def2/J DEFGRID3
* xyz 0 1
O 3.55 -0.33 -5.26
O 3.84 -1.33 -2.69
O 0.02 2.97 -1.31
N -0.44 3.37 2.98
N 0.44 3.17 1.95
O 2.30 -0.27 -0.60
O 1.48 -1.77 1.70
O 3.07 -0.11 2.23
C 2.89 0.11 -4.33
C 3.07 -0.40 -2.95
C 0.75 2.01 -1.07
C -1.35 2.40 2.94
C 0.06 2.11 1.28
C 2.00 1.23 -4.58
C 1.41 1.87 -3.51
C 2.26 0.25 -1.86
C 1.52 1.37 -2.14
C 0.83 1.43 0.23
C 1.61 0.29 0.42
C -3.59 -1.35 0.38
C -3.09 -1.44 1.69
C -3.30 -0.26 -0.39
C -2.24 -0.47 2.17
C -2.47 0.72 0.11
C -1.90 0.62 1.36
N -1.09 1.61 1.83
C 1.73 -0.36 1.78
C 2.96 1.29 4.26
C 3.21 -0.10 3.68
H 2.13 -2.24 1.14
H -2.18 2.28 3.61
H 1.86 1.60 -5.57
H 0.86 2.80 -3.65
H -4.20 -2.13 -0.04
H -3.35 -2.29 2.32
H -3.76 -0.17 -1.36
H -1.87 -0.50 3.18
H -2.19 1.55 -0.53
H 1.02 0.10 2.43
H 3.19 1.25 5.32
H 3.60 2.08 3.80
H 1.90 1.57 4.16
H 4.20 -0.43 3.97
H 2.54 -0.81 4.18
*
```

Charges obtained by Löwdin population analysis, quoted in units of e:
1. O 0.144
2. O 0.165
3. O 0.081
4. N 0.026
5. N 0.093
6. O 0.142
7. O 0.030
8. O -0.071
9. C -0.322
10. C -0.180
11. C -0.327
12. C -0.086
13. C -0.267
14. C 0.027
15. C 0.052
16. C -0.060
17. C -0.033
18. C 0.011
19. C -0.035
20. C -0.077
21. C -0.063
22. C -0.069
23. C -0.011
24. C 0.003
25. C -0.238
26. N 0.023
27. C -0.295
28. C -0.071
29. C -0.224
30. H 0.121
31. H 0.127
32. H 0.112
33. H 0.125
34. H 0.099
35. H 0.112
36. H 0.106
37. H 0.116
38. H 0.120
39. H 0.136
40. H 0.073
41. H 0.091
42. H 0.062
43. H 0.115
44. H 0.119



No. 2
Here is an isolated molecule of C20H15N3O7 at a distorted geometry from the Open Molecules 2025 dataset. Energies are from ωB97M-V/def2-TZVPD.

Results
- structure (SMILES) = COc1cc(/C=N/NC(=O)c2cccc([N+](=O)[O-])c2)ccc1OC(=O)c1ccco1
- highest occupied orbital energy (Ha) = -0.3081
- LUMO level (eV) = -0.77

Geometry as ORCA input:
```
! wB97M-V def2-TZVPD RIJCOSX def2/J DEFGRID3
* xyz 0 1
C 4.03 3.33 0.63
H 3.43 4.20 0.89
O 3.29 2.38 -0.10
C 2.20 1.78 0.42
C 1.53 0.94 -0.47
C 0.39 0.23 -0.11
C -0.10 0.36 1.20
C 0.55 1.18 2.09
C 1.69 1.89 1.72
O 2.36 2.67 2.66
C 1.68 3.53 3.45
O 0.50 3.73 3.40
C 2.60 4.21 4.37
C 2.32 5.14 5.33
C 3.55 5.47 5.92
C 4.49 4.72 5.28
O 3.92 3.95 4.34
H 5.55 4.64 5.40
H 3.73 6.17 6.72
H 1.35 5.53 5.57
H 0.19 1.28 3.10
H -0.98 -0.19 1.49
C -0.26 -0.63 -1.08
N -1.30 -1.28 -0.75
N -1.96 -2.11 -1.59
C -1.73 -2.41 -2.90
O -0.85 -1.93 -3.58
C -2.70 -3.41 -3.47
C -3.29 -4.42 -2.71
C -4.15 -5.31 -3.33
C -4.44 -5.22 -4.69
C -3.84 -4.23 -5.44
C -2.97 -3.33 -4.83
H -2.48 -2.56 -5.41
H -4.04 -4.15 -6.50
H -5.11 -5.94 -5.13
N -4.76 -6.36 -2.55
O -5.46 -7.16 -3.12
O -4.53 -6.36 -1.35
H -3.08 -4.56 -1.66
H -2.77 -2.52 -1.13
H 0.20 -0.66 -2.07
H 1.93 0.86 -1.47
H 4.84 3.65 -0.04
H 4.46 2.90 1.54
*
```

Charges obtained by Löwdin population analysis, quoted in units of e:
1. C -0.061
2. H 0.101
3. O -0.058
4. C -0.188
5. C 0.055
6. C -0.202
7. C -0.021
8. C 0.010
9. C -0.140
10. O 0.061
11. C -0.409
12. O 0.142
13. C -0.175
14. C 0.021
15. C -0.043
16. C -0.097
17. O 0.069
18. H 0.127
19. H 0.104
20. H 0.122
21. H 0.123
22. H 0.107
23. C -0.082
24. N 0.075
25. N 0.049
26. C -0.413
27. O 0.082
28. C -0.115
29. C 0.054
30. C -0.139
31. C 0.014
32. C -0.041
33. C 0.005
34. H 0.123
35. H 0.112
36. H 0.121
37. N -0.363
38. O 0.089
39. O 0.085
40. H 0.124
41. H 0.139
42. H 0.114
43. H 0.129
44. H 0.096
45. H 0.095



No. 3
Here is a structure of composition C20H15N4O6S4Tc from the Open Molecules 2025 dataset. Energies are from ωB97M-V/def2-TZVPD.

Results
- <S²> = 3.791
- highest occupied orbital energy (spin up / spin down) (Ha) = -0.2043 / -0.2113
- LUMO level (spin up / spin down) (eV) = 1.79 / 1.26

Geometry as ORCA input:
```
! wB97M-V def2-TZVPD RIJCOSX def2/J DEFGRID3
* xyz -1 4
Tc -0.21 -0.94 0.58
C -0.40 -1.27 4.78
O 0.70 -0.36 4.62
C 0.77 0.26 3.44
O -0.07 0.13 2.56
N 1.83 1.08 3.40
N 2.06 1.87 2.28
H -0.46 -1.47 5.85
H -0.21 -2.19 4.23
H -1.32 -0.82 4.42
H 2.56 0.94 4.09
H 2.57 1.35 1.58
H 2.59 2.69 2.55
O -4.27 -0.16 1.10
C -3.09 0.10 0.93
O -2.17 -0.81 0.89
C -2.68 1.56 0.81
C -3.59 2.47 1.35
C -3.36 3.83 1.34
C -2.20 4.32 0.75
C -1.29 3.44 0.20
C -1.50 2.05 0.22
S -0.27 1.11 -0.60
H -4.49 2.06 1.78
H -4.08 4.51 1.78
H -2.00 5.38 0.73
H -0.38 3.80 -0.26
S 2.24 -1.14 0.53
C 2.08 -2.62 1.41
S 0.44 -3.01 1.75
C 3.15 -3.40 1.79
C 4.50 -3.01 1.55
N 5.60 -2.70 1.39
C 2.98 -4.65 2.44
N 2.86 -5.68 2.96
O 1.36 0.41 -7.24
C 0.15 0.40 -6.63
O -0.78 0.91 -7.20
C 0.06 -0.22 -5.28
C -1.16 -0.11 -4.60
C -1.34 -0.70 -3.37
C -0.30 -1.42 -2.78
S -0.51 -2.34 -1.29
C 0.93 -1.51 -3.44
C 1.10 -0.92 -4.68
H 2.03 0.01 -6.67
H -1.95 0.45 -5.08
H -2.28 -0.60 -2.84
H 1.73 -2.06 -2.97
H 2.07 -1.02 -5.15
*
```

Charges obtained by Löwdin population analysis, quoted in units of e:
1. Tc 0.838
2. C -0.033
3. O -0.012
4. C -0.570
5. O -0.087
6. N 0.016
7. N 0.059
8. H 0.093
9. H 0.039
10. H 0.099
11. H 0.157
12. H 0.031
13. H 0.087
14. O 0.056
15. C -0.575
16. O -0.259
17. C -0.144
18. C -0.033
19. C -0.093
20. C -0.099
21. C -0.139
22. C -0.573
23. S 0.624
24. H 0.112
25. H 0.095
26. H 0.097
27. H 0.089
28. S 0.535
29. C -1.093
30. S 0.568
31. C -0.391
32. C -0.263
33. N 0.137
34. C -0.259
35. N 0.141
36. O 0.108
37. C -0.484
38. O 0.108
39. C -0.141
40. C -0.008
41. C -0.112
42. C -0.673
43. S 0.568
44. C -0.106
45. C -0.028
46. H 0.079
47. H 0.121
48. H 0.110
49. H 0.101
50. H 0.106